[1]
{
  "formula": "C13H21BCrN6O",
  "method": "wB97M-V/def2-TZVPD",
  "species": ["B", "C", "N", "N", "H", "H", "H", "H", "O", "H", "H", "C", "C", "C", "C", "C", "H", "H", "H", "N", "H", "N", "Cr", "N", "C", "H", "H", "H", "H", "H", "H", "H", "H", "C", "H", "C", "H", "C", "H", "C", "C", "N", "C"],
  "positions_angstrom": [[-1.076714, -0.322952, -3.119506], [-0.434199, -2.862200, -3.108527], [0.591902, 0.989292, -1.749524], [-0.044217, -1.685121, -1.256697], [2.002084, -0.258329, 1.638801], [-1.258287, 1.874174, 2.783276], [1.689281, 2.636937, 2.973161], [1.203930, 0.193994, 3.470165], [-0.021547, 1.501403, 1.235057], [-3.017526, 0.920829, 0.874751], [-3.830566, 0.297781, -3.368211], [0.119041, 0.390088, 3.467267], [0.616296, 2.820345, 3.137825], [1.575223, 2.278125, -3.296837], [1.898239, -0.445752, 0.564127], [1.522836, 1.940291, -1.930246], [2.538861, 0.270480, 0.033830], [-0.418663, -0.499230, 3.108261], [-5.055849, 1.047568, -0.993860], [-0.516561, -1.643044, -2.554982], [-0.582033, -1.099132, 0.961521], [-1.865648, 0.312286, -0.798591], [0.000982, -0.023219, -0.012765], [-2.170065, 0.131940, -2.136338], [-0.192569, 1.624216, 2.613599], [-0.187367, 0.587742, 4.507241], [2.101339, 2.320246, -1.099107], [0.322887, 3.739901, 2.617894], [-0.776536, -2.978106, -4.129361], [0.442984, 2.947191, 4.215240], [2.247840, -1.457399, 0.335063], [-1.472730, -0.444254, -4.234669], [0.321839, -4.764796, -2.297036], [0.623026, 1.486176, -3.928765], [2.217579, 2.991536, -3.772908], [-3.462340, 0.404714, -2.355853], [0.762032, -3.220227, -0.052541], [0.114868, -3.722877, -2.163612], [0.293576, 1.379814, -4.957733], [-4.031683, 0.774400, -1.139773], [-2.996515, 0.709661, -0.186827], [0.050282, 0.714425, -2.993718], [0.345077, -2.947619, -1.014152]],
  "forces_ev_per_angstrom": [[0.4, 0.0, 0.9], [0.2, 0.3, 0.6], [0.5, 0.8, -1.5], [0.0, -0.7, -1.1], [-0.5, 0.0, -0.1], [0.0, 0.1, -0.2], [-0.3, 0.1, 0.0], [-0.4, 0.0, 0.0], [-0.3, 1.0, 1.3], [0.1, -0.1, -0.2], [-0.2, 0.1, 0.3], [0.1, -0.1, 0.0], [0.2, 0.4, -0.2], [0.0, 0.0, 0.0], [1.9, -0.6, 0.4], [-0.8, -0.6, -1.1], [-0.2, 0.0, -0.2], [0.3, 0.3, 0.0], [-0.2, 0.1, 0.2], [0.5, -0.5, 1.2], [-0.3, -0.2, 0.8], [-1.7, 0.3, -0.8], [-0.3, -0.9, -0.8], [-0.1, 0.2, 1.4], [0.0, -0.5, 0.2], [0.1, 0.0, -0.3], [-0.1, -0.1, -0.1], [0.1, -0.2, 0.1], [0.1, -0.3, 0.2], [0.0, -0.1, -0.3], [0.0, 0.2, 0.0], [-0.1, 0.0, -0.1], [0.0, -0.2, 0.0], [0.1, -0.1, 0.7], [0.1, 0.2, 0.0], [0.4, 0.0, 0.7], [-0.2, 0.1, -0.2], [0.0, 0.0, -0.1], [0.3, 0.2, 0.2], [0.1, 0.0, -0.2], [0.2, -0.4, -1.5], [0.7, 0.6, 1.0], [-0.6, 0.7, -1.1]],
  "spin_multiplicity": 5,
  "homo_energy_ev": [-8.59, -7.74],
  "lumo_energy_ev": [0.8, -3.5],
  "homo_lumo_gap_ev": [9.392, 4.214],
  "total_charge": 0
}

[2]
{
  "formula": "C4H9NO2",
  "method": "wB97M-V/def2-TZVPD",
  "species": ["H", "H", "H", "C", "H", "C", "C", "H", "O", "C", "H", "H", "H", "N", "O", "H"],
  "positions_angstrom": [[-1.676757, -0.937788, -2.175788], [-1.327485, 0.169728, 1.100737], [-0.042511, -1.372916, 0.204714], [0.508433, -0.451497, 0.406266], [-0.549867, 0.873293, -1.749303], [-0.629305, 0.640176, 0.404779], [-1.287356, 0.650322, -0.978009], [1.880821, 0.643813, -0.539720], [1.662052, 0.537365, 2.278676], [1.194312, -0.464711, 1.791966], [-2.215103, 1.206677, -1.109784], [2.126357, -0.921346, -0.767338], [0.988586, -1.281994, 2.514665], [1.386234, -0.237285, -0.716569], [-1.668437, -0.732046, -1.247234], [-0.349980, 1.678202, 0.581942]],
  "forces_ev_per_angstrom": [[0.1, 0.2, -0.5], [-0.3, 1.0, 0.3], [0.3, -0.1, 0.4], [-0.4, 0.4, -0.1], [0.0, 0.7, 0.2], [-0.2, -1.2, -1.0], [0.0, -2.1, -0.8], [-0.1, -0.2, -0.3], [0.6, -0.1, -0.6], [-1.7, 1.0, 0.8], [0.3, 0.6, 0.5], [0.0, -0.4, 0.0], [0.3, -0.5, -0.6], [1.0, 1.0, 0.0], [-0.2, 0.0, 0.9], [0.3, -0.3, 0.8]],
  "smiles": "N[C@@H](C=O)CCO",
  "homo_energy_ev": -9.31,
  "lumo_energy_ev": 0.7,
  "homo_lumo_gap_ev": 10.022,
  "e_above_lowest_kj_mol": 220.5,
  "total_charge": 0
}

[3]
{
  "formula": "C8H14B2",
  "method": "wB97M-V/def2-TZVPD",
  "species": ["H", "H", "C", "C", "H", "H", "B", "H", "H", "H", "H", "H", "C", "C", "H", "C", "B", "C", "H", "H", "C", "H", "C", "H"],
  "positions_angstrom": [[-1.874071, -2.307186, -0.367087], [0.593598, 2.044917, -0.403875], [1.727518, 0.108743, 1.297213], [-1.153911, 1.092202, -1.095336], [2.817917, 1.290007, 2.763326], [0.982530, 1.311383, 2.818185], [3.026074, -0.603855, 0.645426], [-1.833726, 1.895387, -0.801023], [3.961215, 0.002938, 0.647333], [2.926861, -1.791397, 0.055904], [-0.388132, -1.666303, 1.435104], [-3.945665, -1.426183, -1.689179], [1.900380, 0.908227, 2.354320], [0.318653, 0.168263, 0.638951], [-1.123793, 1.199405, -2.326790], [0.352352, 0.963998, -0.655825], [-3.225871, -0.377542, -1.807226], [-0.236476, -1.231950, 0.423425], [0.956848, 0.654379, -1.622223], [-0.265398, 0.690293, 1.412775], [-1.465488, -1.358783, -0.358097], [0.603541, -1.778732, -0.161182], [-1.938624, -0.269035, -0.963460], [-3.548845, 0.614098, -2.561004]],
  "forces_ev_per_angstrom": [[-1.3, -1.7, -0.3], [0.5, -1.3, -0.4], [0.8, 0.1, -1.3], [0.0, -2.4, -3.9], [0.5, -0.5, 0.1], [0.6, 0.0, -0.1], [-3.6, -2.1, -0.6], [0.7, 0.2, 0.5], [2.0, 0.8, 0.1], [0.3, 2.1, 1.1], [0.3, -0.3, -0.7], [0.8, 1.4, -0.4], [-1.0, 0.4, 0.1], [1.6, -1.1, 0.7], [-0.2, 0.0, 3.0], [-1.5, 2.6, -0.9], [-1.0, 0.0, -0.3], [2.3, -1.0, 0.1], [-0.9, 0.1, 2.5], [-0.3, 0.1, -0.7], [1.1, 2.6, 0.4], [-1.2, 0.3, 1.2], [-0.8, 1.1, -1.4], [0.2, -1.5, 0.9]],
  "smiles": "BC(=C)[C@@H]1CC=C(B)CC1",
  "homo_energy_ev": -9.49,
  "lumo_energy_ev": -0.1,
  "homo_lumo_gap_ev": 9.359,
  "e_above_lowest_kj_mol": 205.3,
  "total_charge": 0
}